1.
92
Properties=species:S:1:pos:R:3 method="wB97M-V/def2-TZVPD" orbital_gap_ha="0.255 / 0.255" multiplicity=2 s2=0.75 total_energy_ev=-91819.436 e_above_lowest_kj_mol=135.1 fmax_ev_per_a=0.48 charge=+2 lumo_energy_ev="-5.5 / -5.7"
Ta -0.168 1.048 -0.465
Cl -0.366 3.589 0.896
C 1.327 3.759 1.440
Cl 2.394 2.780 0.421
H 1.391 3.398 2.459
H 1.605 4.802 1.349
C -4.773 -2.692 -3.524
O -3.827 -3.677 -3.109
C -2.714 -3.281 -2.493
C -1.850 -4.303 -2.067
C -0.682 -3.986 -1.427
C -0.301 -2.653 -1.190
C 0.968 -2.328 -0.535
C 1.805 -3.445 0.022
O 1.388 -1.170 -0.427
C -1.183 -1.661 -1.632
O -0.864 -0.358 -1.446
C -2.378 -1.948 -2.267
H -5.596 -3.240 -3.968
H -4.335 -2.023 -4.267
H -5.134 -2.119 -2.668
H -2.137 -5.330 -2.246
H -0.035 -4.790 -1.102
H 1.223 -4.065 0.705
H 2.656 -3.021 0.548
H 2.160 -4.092 -0.782
H -3.016 -1.130 -2.567
O -1.639 0.755 1.069
C -0.732 0.578 1.957
O 0.479 0.654 1.489
C -1.003 0.340 3.348
C -2.329 0.311 3.782
C -2.641 0.094 5.118
C -1.578 -0.091 5.975
O -1.623 -0.314 7.296
C -0.265 -0.457 7.746
O 0.575 -0.271 6.603
C -0.249 -0.064 5.544
C 0.079 0.146 4.240
H -3.119 0.465 3.060
H -3.660 0.071 5.476
H -0.126 -1.459 8.147
H -0.053 0.310 8.488
H 1.104 0.160 3.897
C 0.373 4.094 -3.506
C 0.820 2.780 -2.952
O 1.870 2.254 -3.618
N 0.305 2.172 -1.973
Te 2.684 0.635 -2.798
C 4.415 0.851 -3.939
C 5.580 1.110 -3.194
C 5.575 1.349 -1.703
C 6.785 1.162 -3.877
C 6.857 0.967 -5.253
C 8.170 1.053 -5.973
C 5.680 0.725 -5.954
C 4.443 0.660 -5.327
C 3.224 0.386 -6.163
C 1.791 -1.017 -3.756
C 2.522 -2.192 -3.515
C 3.833 -2.208 -2.770
C 2.010 -3.386 -4.000
C 0.805 -3.442 -4.692
C 0.280 -4.742 -5.225
C 0.113 -2.256 -4.898
C 0.578 -1.025 -4.446
C -0.261 0.192 -4.728
H 0.857 4.313 -4.453
H 0.622 4.876 -2.786
H -0.709 4.085 -3.621
H 4.983 2.230 -1.441
H 6.588 1.529 -1.350
H 5.189 0.496 -1.140
H 7.694 1.362 -3.322
H 9.004 0.840 -5.307
H 8.310 2.060 -6.371
H 8.205 0.361 -6.813
H 5.724 0.585 -7.028
H 3.390 0.728 -7.183
H 2.343 0.900 -5.786
H 3.006 -0.684 -6.204
H 3.800 -1.625 -1.840
H 4.651 -1.831 -3.386
H 4.087 -3.224 -2.471
H 2.570 -4.300 -3.828
H 0.597 -5.581 -4.607
H 0.657 -4.916 -6.235
H -0.808 -4.737 -5.275
H -0.826 -2.282 -5.440
H -0.897 0.009 -5.592
H 0.340 1.071 -4.948
H -0.909 0.421 -3.879

2.
22
Properties=species:S:1:pos:R:3 method="wB97M-V/def2-TZVPD" orbital_gap_ha="0.363 / 0.223" total_energy_ev=-28906.730 e_above_lowest_kj_mol=0.0 fmax_ev_per_a=1.59 charge=0 lumo_energy_ev="0.3 / -0.9"
C -1.224 1.260 -0.872
C -2.066 2.343 -1.506
C 2.489 0.014 0.426
C 0.589 -0.588 2.043
C 1.604 -0.995 1.038
C -0.767 -1.128 -0.950
N -1.429 0.026 -1.405
O -0.428 1.468 0.021
F 1.192 -0.400 3.283
F -0.591 -2.013 -1.972
F -1.495 -1.810 0.014
S 1.960 -2.644 0.763
H -1.771 2.468 -2.547
H -1.908 3.278 -0.976
H -3.123 2.079 -1.469
H 3.049 -0.405 -0.405
H 3.199 0.388 1.172
H 1.894 0.864 0.093
H -0.186 -1.346 2.195
H 0.145 0.373 1.761
H -2.086 -0.066 -2.177
H 0.952 -3.165 1.469

3.
17
Properties=species:S:1:pos:R:3 method="wB97M-V/def2-TZVPD" orbital_gap_ha="0.285 / 0.217" total_energy_ev=-20160.317 e_above_lowest_kj_mol=648.8 fmax_ev_per_a=3.03 charge=0 lumo_energy_ev="-0.5 / -1.6"
C -2.388 -0.467 0.182
C 1.004 0.066 1.372
C 0.520 -1.660 -0.621
C 1.234 -0.321 -0.071
C 0.621 0.898 0.216
C -0.196 1.904 -0.349
N -1.661 -1.394 -0.033
N -0.585 -2.174 0.094
S -3.107 0.990 0.024
H 0.150 -0.446 1.743
H 1.792 0.305 2.060
H 0.485 -1.424 -1.735
H 1.247 -2.532 -0.570
H 2.281 -0.268 -0.576
H -0.169 1.756 -1.526
H 0.144 2.920 -0.088
H -1.373 1.848 -0.123